<i>
Density functional theory data (ωB97M-V with the def2-TZVPD basis set) for a cluster of 2 separate species, C4H4N4 in total.

**Total charge**: 0
**Molar mass**: 108.10 Da
**HOMO**: -8.65 eV
**Orbital gap**: 8.95 eV

```
12
Properties=species:S:1:pos:R:3:mulliken_charge:R:1
C 0.063 -0.014 0.818 0.599
C -0.088 0.551 -0.492 0.315
C -0.029 -0.245 -1.801 -0.344
C 0.065 -1.176 -2.631 -0.225
H 0.905 -1.348 2.320 0.302
H 1.679 -1.275 0.420 0.266
H -1.547 2.602 1.273 0.317
H -0.042 -2.591 -2.961 0.309
N 0.837 -1.145 1.129 -0.572
N -0.397 0.939 1.660 -0.649
N -0.736 1.929 0.785 0.234
N -0.710 1.772 -0.520 -0.551
```

<ii>
Density functional theory data (ωB97M-V with the def2-TZVPD basis set) for an isolated molecule of C4H4N4.

**Total charge**: 0
**Molar mass**: 108.10 Da
**HOMO**: -8.35 eV
**Orbital gap**: 9.13 eV
**SMILES string**: c1ncn2cn[nH]c12

```
12
Properties=species:S:1:pos:R:3:mulliken_charge:R:1
C 1.223 -1.165 0.014 -0.742
N 2.270 -0.138 -0.085 -0.533
C 1.579 0.950 0.079 0.037
N 0.190 0.692 0.202 -0.011
C -1.292 1.056 -0.110 -0.032
N -2.096 0.109 -0.044 -0.495
N -1.409 -0.987 0.214 0.031
C -0.069 -0.741 0.016 0.250
H 1.556 -2.106 -0.147 0.501
H 1.794 2.022 0.229 0.320
H -1.682 2.154 -0.158 0.321
H -2.065 -1.846 -0.209 0.354
```

Stability check: which of them is least stable? <i>.

<i>
Density functional theory data (ωB97M-V with the def2-TZVPD basis set) for an isolated molecule of C4H4N4.

**Total charge**: 0
**Molar mass**: 108.10 Da
**HOMO**: -8.25 eV
**Orbital gap**: 9.08 eV
**SMILES string**: c1cc2[nH]nnn2c1

```
12
Properties=species:S:1:pos:R:3:mulliken_charge:R:1
C 0.894 -0.508 -1.336 -0.473
C 1.152 -0.751 0.043 -0.760
C 0.164 -0.121 0.702 0.145
N -0.541 0.161 1.830 0.020
N -1.611 0.948 1.573 -0.395
N -1.701 1.017 0.347 -0.601
N -0.679 0.356 -0.242 0.653
C -0.247 0.229 -1.525 -0.095
H 1.390 -0.997 -2.180 0.366
H 1.939 -1.346 0.399 0.445
H -0.040 0.339 2.825 0.331
H -0.721 0.674 -2.436 0.364
```

<ii>
Density functional theory data (ωB97M-V with the def2-TZVPD basis set) for an isolated molecule of C4H4N4.

**Total charge**: 0
**Molar mass**: 108.10 Da
**HOMO**: -9.79 eV
**Orbital gap**: 9.89 eV
**SMILES string**: C1=NCc2nncn21

```
12
Properties=species:S:1:pos:R:3:mulliken_charge:R:1
C -0.315 -1.261 0.741 -0.012
N 0.959 -1.477 0.408 -0.469
C 1.542 -0.424 -0.439 -0.360
C 0.226 0.442 -0.672 0.332
N -0.096 1.532 -1.109 -0.387
N -1.246 1.935 -0.400 -0.397
C -1.721 0.798 0.050 -0.080
N -0.800 -0.181 0.044 0.031
H -0.744 -1.910 1.450 0.429
H 2.538 -0.734 -1.213 0.314
H 2.167 0.364 0.400 0.213
H -2.510 0.916 0.739 0.387
```

Stability check: which of them is least stable? <ii>.

<i>
Density functional theory data (ωB97M-V with the def2-TZVPD basis set) for a cluster of 2 separate species, C4H14N3O in total.

**Total charge**: +1
**Molar mass**: 120.18 Da
**HOMO**: -14.41 eV
**Orbital gap**: 11.68 eV

```
22
Properties=species:S:1:pos:R:3:mulliken_charge:R:1
C -0.824 0.045 -2.737 -0.440
O 0.192 0.975 -2.478 -0.590
H 0.996 1.106 -2.984 0.305
H -0.717 -0.681 -3.556 0.363
H -1.760 0.598 -2.960 0.250
H -1.029 -0.504 -1.771 0.115
C 0.432 -1.281 0.665 -0.419
C 1.211 -1.812 1.872 -1.302
C -0.264 1.108 0.802 0.513
N 0.508 0.165 0.257 -0.193
N -0.400 1.101 2.143 -0.369
N -0.881 2.019 0.042 -0.256
H 1.050 -1.883 -0.125 0.273
H -0.618 -1.579 0.585 0.360
H 0.767 -2.421 2.710 0.337
H 1.992 -1.155 2.252 0.415
H 0.849 0.139 -0.771 0.364
H 0.054 0.383 2.672 0.232
H -1.273 1.536 2.476 0.234
H -0.815 1.934 -0.968 0.211
H -1.247 2.866 0.461 0.227
H 1.776 -2.660 1.412 0.369
```

<ii>
Density functional theory data (ωB97M-V with the def2-TZVPD basis set) for a cluster of 3 separate species, C4H14N3O in total.

**Total charge**: +1
**Molar mass**: 120.18 Da
**HOMO**: -12.19 eV
**Orbital gap**: 4.11 eV

```
22
Properties=species:S:1:pos:R:3:mulliken_charge:R:1
C -0.811 -0.782 -1.913 -0.724
C -0.532 -1.642 -0.585 -0.591
C 0.371 -0.964 0.451 0.714
C -0.018 -1.248 1.764 -0.177
N 0.517 -0.818 2.986 -0.336
N 1.351 -0.203 -0.023 -0.485
N 0.290 -0.064 -2.613 -0.494
H -1.598 -1.072 -2.685 0.439
H -1.521 0.038 -1.569 0.257
H -1.633 -1.834 -0.145 0.283
H -0.200 -2.590 -1.084 0.317
H -0.853 -1.907 1.789 0.410
H 1.129 1.923 1.116 0.309
H 0.341 -1.406 3.750 0.297
H 0.368 0.090 3.314 0.289
H 2.257 -0.520 0.309 0.288
H -2.359 3.937 -1.160 0.090
H 0.509 -0.414 -3.551 0.237
H 1.161 0.100 -2.033 0.271
H 1.790 3.185 1.543 0.296
H -1.737 3.622 -1.460 -0.091
O 1.178 2.568 1.800 -0.598
```

Stability check: which of them is least stable? <ii>.

<i>
Density functional theory data (ωB97M-V with the def2-TZVPD basis set) for an isolated molecule of C2H3N3O3.

**Total charge**: 0
**Molar mass**: 117.06 Da
**HOMO**: -9.46 eV
**Orbital gap**: 9.94 eV
**SMILES string**: Nn1onc(O)c1=O

```
11
Properties=species:S:1:pos:R:3:mulliken_charge:R:1
N -2.141 -0.066 -0.075 -0.764
N -0.860 -0.298 0.217 0.600
O -0.342 -1.493 0.004 -0.153
N 0.990 -1.438 -0.150 -0.357
C 1.322 -0.246 0.110 0.344
O 2.476 0.384 0.090 -0.463
C 0.075 0.598 0.035 0.489
O -0.015 1.807 -0.080 -0.664
H -2.441 0.302 0.809 0.289
H -2.276 0.730 -0.680 0.286
H 3.211 -0.280 -0.279 0.393
```

<ii>
Density functional theory data (ωB97M-V with the def2-TZVPD basis set) for a structure of composition C2H3N3O3.

**Total charge**: 0
**Molar mass**: 117.06 Da
**HOMO**: -8.48 eV
**Orbital gap**: 8.60 eV

```
11
Properties=species:S:1:pos:R:3:mulliken_charge:R:1
C -0.411 -0.113 -0.068 0.596
C 0.980 1.422 0.144 0.059
H -3.445 -0.580 -0.048 0.386
H 1.194 2.535 0.316 0.340
H 2.382 -2.212 0.234 0.368
N -1.552 -0.756 -0.307 -0.456
N 1.825 0.537 -0.397 -0.424
N 0.981 -0.509 -0.451 0.289
O -2.559 0.044 0.095 -0.373
O -0.324 1.145 0.292 -0.254
O 1.343 -1.501 0.503 -0.530
```

Stability check: which of them is least stable? <ii>.

<i>
Density functional theory data (ωB97M-V with the def2-TZVPD basis set) for an isolated molecule of C2H3N3O3.

**Total charge**: 0
**Molar mass**: 117.06 Da
**HOMO**: -10.27 eV
**Orbital gap**: 10.58 eV
**SMILES string**: [H]/N=c1/oc(=O)on1N

```
11
Properties=species:S:1:pos:R:3:mulliken_charge:R:1
H 1.669 -0.919 1.379 0.272
N 1.369 -1.439 0.510 -0.602
C 0.648 -0.622 -0.183 0.422
O 0.158 -1.034 -1.421 -0.277
C -0.853 -0.207 -1.788 0.612
O -1.587 -0.326 -2.706 -0.468
O -0.806 0.936 -1.043 -0.268
N 0.171 0.670 0.111 0.291
N -0.229 0.944 1.319 -0.457
H -0.708 0.273 2.005 0.238
H 0.167 1.723 1.816 0.237
```

<ii>
Density functional theory data (ωB97M-V with the def2-TZVPD basis set) for an isolated molecule of C2H3N3O3.

**Total charge**: 0
**Molar mass**: 117.06 Da
**HOMO**: -9.45 eV
**Orbital gap**: 9.82 eV
**SMILES string**: O=c1nc(O)[nH]n1O

```
11
Properties=species:S:1:pos:R:3:mulliken_charge:R:1
O -1.532 1.649 0.211 -0.539
C -0.666 0.866 -0.052 0.311
N 0.660 1.173 -0.251 -0.534
C 1.226 0.028 -0.094 0.596
O 2.479 -0.227 0.072 -0.435
N 0.468 -1.147 0.036 -0.317
N -0.748 -0.543 0.165 0.280
O -1.875 -1.288 -0.291 -0.404
H 2.927 0.581 -0.081 0.384
H 0.760 -1.741 0.837 0.293
H -2.278 -1.649 0.536 0.366
```

Stability check: which of them is least stable? <i>.

<i>
Density functional theory data (ωB97M-V with the def2-TZVPD basis set) for an isolated molecule of C2H3N3O3.

**Total charge**: 0
**Molar mass**: 117.06 Da
**HOMO**: -8.78 eV
**Orbital gap**: 9.23 eV
**SMILES string**: N/N=c1\o[nH]oc1=O

```
11
Properties=species:S:1:pos:R:3:mulliken_charge:R:1
N -1.466 -1.274 1.170 -0.433
N -1.217 -0.795 -0.034 -0.303
C -0.129 -0.065 -0.208 0.542
O 0.591 0.588 0.708 -0.317
N 1.461 1.512 0.080 -0.109
O 1.451 1.140 -1.378 -0.239
C 0.442 0.267 -1.571 0.544
O 0.047 -0.322 -2.559 -0.513
H -1.000 -0.662 2.037 0.258
H -2.474 -1.403 1.315 0.263
H 2.293 1.013 0.441 0.307
```

<ii>
Density functional theory data (ωB97M-V with the def2-TZVPD basis set) for a cluster of 2 separate species, C2H3N3O3 in total.

**Total charge**: 0
**Molar mass**: 117.06 Da
**HOMO**: -10.06 eV
**Orbital gap**: 9.92 eV
**SMILES string**: N#CC(N)=O.O=NO

```
11
Properties=species:S:1:pos:R:3:mulliken_charge:R:1
N 0.393 1.812 1.109 -0.305
C -0.312 0.980 0.764 0.056
C -1.139 -0.125 0.268 0.778
N -2.266 0.319 -0.320 -0.376
O -0.774 -1.277 0.346 -0.628
H -2.425 1.306 -0.444 0.223
H -2.889 -0.334 -0.767 0.247
O 3.658 -0.076 -0.796 -0.346
N 2.485 -0.185 -0.674 0.227
O 2.123 -1.169 0.237 -0.323
H 1.146 -1.249 0.276 0.447
```

<iii>
Density functional theory data (ωB97M-V with the def2-TZVPD basis set) for a structure of composition C2H3N3O3.

**Total charge**: 0
**Molar mass**: 117.06 Da
**HOMO**: -9.16 eV
**Orbital gap**: 8.32 eV

```
11
Properties=species:S:1:pos:R:3:mulliken_charge:R:1
C -0.828 0.425 0.216 0.493
C 1.410 -0.343 0.177 0.365
H -1.394 -1.485 0.296 0.459
H 1.807 1.798 0.576 0.272
H 3.291 -0.750 -1.308 0.314
N -2.086 0.378 -0.232 -0.255
N 1.268 1.131 -0.049 -0.111
N 2.479 -1.213 -0.356 -0.549
O -2.378 -1.000 -0.328 -0.399
O -0.011 1.458 -0.153 -0.187
O 0.035 -0.725 0.798 -0.402
```

<iv>
Density functional theory data (ωB97M-V with the def2-TZVPD basis set) for an isolated molecule of C2H3N3O3.

**Total charge**: 0
**Molar mass**: 117.06 Da
**HOMO**: -9.44 eV
**Orbital gap**: 10.10 eV
**SMILES string**: O=c1n(O)cnn1O

```
11
Properties=species:S:1:pos:R:3:mulliken_charge:R:1
O -0.459 1.884 0.030 -0.652
C -0.130 0.708 0.141 0.301
N -0.997 -0.361 0.179 0.174
O -2.302 -0.071 -0.181 -0.410
C -0.341 -1.508 0.016 -0.119
N 0.921 -1.395 -0.002 -0.562
N 1.070 -0.013 0.104 0.484
O 2.280 0.464 -0.249 -0.399
H -2.312 0.923 -0.156 0.355
H -0.773 -2.458 -0.090 0.463
H 2.802 0.505 0.542 0.366
```

Stability check: which of them is least stable? <iii>.

<i>
Density functional theory data (ωB97M-V with the def2-TZVPD basis set) for a structure of composition C2H3N3O3.

**Total charge**: 0
**Molar mass**: 117.06 Da
**HOMO**: -9.26 eV
**Orbital gap**: 8.58 eV

```
11
Properties=species:S:1:pos:R:3:mulliken_charge:R:1
C 0.282 0.063 -0.189 0.194
C 0.940 -1.218 -0.273 0.752
H -0.670 2.074 -0.665 0.359
H 0.756 2.991 0.947 0.298
H -1.970 -1.550 0.755 0.275
N 0.480 2.298 -0.001 -0.413
N 0.984 1.049 0.319 -0.267
N -1.491 -1.519 -0.242 -0.121
O -1.162 -0.175 -0.437 -0.300
O -0.126 -2.198 0.036 -0.287
O 1.979 -1.815 -0.250 -0.491
```

<ii>
Density functional theory data (ωB97M-V with the def2-TZVPD basis set) for an isolated molecule of C2H3N3O3.

**Total charge**: 0
**Molar mass**: 117.06 Da
**HOMO**: -9.86 eV
**Orbital gap**: 9.76 eV
**SMILES string**: Nn1onc(O)c1=O

```
11
Properties=species:S:1:pos:R:3:mulliken_charge:R:1
N 0.348 -2.108 0.146 -0.613
N -0.046 -0.766 0.407 0.364
O -0.018 -0.099 1.707 -0.197
N 0.120 1.334 1.445 -0.243
C -0.303 1.480 0.270 0.234
O -0.400 2.732 -0.327 -0.446
C -0.097 0.246 -0.481 0.715
O 0.116 -0.053 -1.690 -0.670
H 1.018 -2.439 -0.460 0.235
H -0.695 -2.775 0.122 0.302
H -0.044 2.447 -1.138 0.319
```

Stability check: which of them is least stable? <i>.

<i>
Density functional theory data (ωB97M-V with the def2-TZVPD basis set) for the ion C4H6NO with charge +1.

**Total charge**: +1
**Molar mass**: 84.10 Da
**HOMO**: -15.37 eV
**Orbital gap**: 10.25 eV
**SMILES string**: C=CC#[N+]CO

```
12
Properties=species:S:1:pos:R:3:mulliken_charge:R:1
C -2.870 -0.323 0.027 -0.567
C -1.733 0.450 -0.239 -0.451
C -0.396 0.309 0.127 0.780
N 0.679 0.009 0.444 -0.024
C 2.290 -0.103 0.455 -0.186
O 2.798 0.627 -0.520 -0.434
H -3.839 -0.180 -0.347 0.281
H -2.880 -1.157 0.640 0.306
H -2.029 1.299 -1.004 0.271
H 2.387 -1.150 0.379 0.325
H 2.683 0.254 1.406 0.281
H 2.911 -0.034 -1.368 0.416
```

<ii>
Density functional theory data (ωB97M-V with the def2-TZVPD basis set) for the ion C4H6NO with charge +1.

**Total charge**: +1
**Molar mass**: 84.10 Da
**HOMO**: -14.28 eV
**Orbital gap**: 8.95 eV

```
12
Properties=species:S:1:pos:R:3:mulliken_charge:R:1
C 2.442 0.027 0.128 0.532
C -0.909 1.674 0.159 -0.294
C 1.380 -0.876 0.253 -0.403
C 0.168 -0.289 -0.458 -0.450
N 0.118 1.066 -0.105 -0.259
O 3.163 0.849 -0.114 -0.027
H -1.726 1.038 0.493 0.242
H -0.728 2.753 0.436 0.282
H 1.753 -1.894 -0.010 0.406
H 1.331 -0.893 1.412 0.298
H 0.409 -0.506 -1.538 0.257
H -0.878 -0.755 -0.320 0.417
```

Stability check: which of them is least stable? <i>.